DFT (ωB97M-V with the def2-TZVPD basis set) results for 2 unconnected molecules or ions with the total composition C25H25N7O3 in a non-equilibrium geometry.

For the LUMO energy, the calculation gives 0.25 eV. The SMILES is N#Cc1c(-c2ccccc2)[nH]c2nc(N)[nH]c(=O)c12.CNC(=O)[C@H](Cc1ccccc1)NC(C)=O. As for the frontier orbital gap: 8.037 eV.

```
60
Properties=species:S:1:pos:R:3:forces:R:3:lowdin_charge:R:1
N -2.384 -0.314 -4.675 0.1 -0.3 1.9 0.16
C -2.373 -0.521 -3.527 -0.1 0.0 -1.5 -0.17
C -2.380 -0.828 -2.129 0.1 0.8 0.4 -0.10
C -2.452 -2.074 -1.533 0.0 0.8 0.0 -0.14
C -2.557 -3.403 -2.158 0.0 -0.4 0.2 -0.15
C -3.208 -3.598 -3.390 0.0 -0.2 0.0 -0.02
C -3.276 -4.866 -3.973 0.3 0.1 0.5 -0.07
C -2.701 -5.964 -3.329 0.0 0.2 0.1 -0.09
C -2.061 -5.790 -2.099 -0.2 0.4 -0.1 -0.08
C -1.993 -4.519 -1.518 -0.1 -0.3 -0.4 -0.04
N -2.368 -1.858 -0.158 0.0 -0.2 0.7 0.18
C -2.248 -0.516 0.127 -0.1 0.4 0.2 -0.24
N -2.132 0.115 1.357 -0.1 -1.5 -0.8 0.17
C -1.973 1.406 1.341 0.3 -1.4 0.3 -0.46
N -1.807 1.977 2.550 0.2 1.3 0.5 0.16
N -1.898 2.175 0.216 -0.3 -0.8 1.8 0.22
C -2.101 1.589 -0.998 0.0 0.2 -3.1 -0.43
O -2.111 2.312 -1.980 -0.1 0.2 -0.3 0.07
C -2.249 0.154 -1.058 0.0 -0.1 -0.3 -0.05
H -3.683 -2.772 -3.908 0.1 0.0 0.2 0.11
H -3.778 -4.996 -4.928 0.1 0.1 0.2 0.11
H -2.753 -6.949 -3.783 0.0 0.1 0.1 0.10
H -1.612 -6.642 -1.597 -0.1 0.1 0.0 0.10
H -1.475 -4.403 -0.571 0.0 0.0 -0.1 0.10
H -2.404 -2.582 0.552 0.0 0.2 -0.3 0.16
H -1.063 2.676 2.593 -0.3 -0.2 0.3 0.07
H -1.798 1.270 3.277 0.2 0.3 -0.1 0.11
H -2.001 3.176 0.279 0.2 0.1 -0.2 0.17
C 3.280 4.407 -0.133 0.2 -0.5 0.1 -0.05
N 2.822 3.412 0.834 -1.0 0.7 0.4 0.03
C 3.343 2.186 0.970 1.2 -0.2 -0.4 -0.47
O 4.306 1.807 0.313 -0.4 -0.1 0.2 0.06
C 2.706 1.250 2.009 -0.6 -0.1 0.0 -0.17
C 1.349 0.711 1.529 -0.3 0.0 -0.5 -0.11
C 1.353 -0.097 0.249 0.1 -0.3 -0.3 -0.21
C 1.275 0.546 -1.002 0.0 -1.2 -0.1 -0.03
C 1.190 -0.214 -2.181 0.1 -0.4 0.8 -0.06
C 1.182 -1.618 -2.112 0.1 0.5 0.7 -0.08
C 1.262 -2.262 -0.865 0.0 0.9 -0.1 -0.08
C 1.346 -1.502 0.314 0.0 0.4 -1.1 -0.04
N 2.563 1.837 3.358 0.7 -0.4 -0.3 0.13
C 1.755 2.835 3.732 -0.6 0.3 0.5 -0.53
C 1.892 3.306 5.160 0.0 -0.1 -0.1 0.01
O 0.911 3.352 3.004 -0.1 0.1 -0.5 0.00
H 2.716 5.333 -0.014 0.0 -0.2 0.1 0.09
H 4.342 4.608 0.020 -0.1 0.0 -0.1 0.09
H 3.138 4.026 -1.147 0.1 0.1 0.0 0.09
H 2.034 3.644 1.428 0.0 0.0 -0.2 0.10
H 3.375 0.393 2.089 0.2 0.2 0.1 0.16
H 0.691 1.556 1.353 -0.1 0.1 0.2 0.08
H 0.907 0.107 2.323 0.0 0.0 0.1 0.12
H 1.261 1.625 -1.064 0.0 0.1 0.1 0.11
H 1.115 0.281 -3.139 0.0 0.0 0.0 0.11
H 1.108 -2.200 -3.020 0.0 0.0 0.0 0.10
H 1.256 -3.341 -0.817 0.0 -0.1 0.0 0.09
H 1.391 -2.000 1.271 0.0 0.0 0.2 0.10
H 3.203 1.495 4.056 0.0 0.1 -0.1 0.15
H 1.138 4.066 5.359 0.1 -0.1 -0.1 0.09
H 2.883 3.733 5.305 0.1 0.0 0.2 0.09
H 1.746 2.467 5.838 0.1 0.0 0.2 0.09
```
Forces are in eV/Å.

DFT (ωB97M-V with the def2-TZVPD basis set) results for 3 unconnected molecules or ions with the total composition C5H14NO4 in a non-equilibrium geometry.

For the LUMO energy, the calculation gives 3.61 eV. The relative energy (zero: lowest compared OMol25 entry of this formula, charge and spin) comes out at 59.4 kJ/mol. Its charge is -1. As for the frontier orbital gap: 8.829 eV.

```
24
Properties=species:S:1:pos:R:3:forces:R:3:lowdin_charge:R:1
O -1.556 -0.011 -0.073 -0.1 -0.3 0.0 -0.08
C -1.349 -1.229 0.155 0.9 -0.7 0.8 -0.66
O -1.916 -1.956 1.006 -0.3 0.2 -0.4 -0.06
C -0.183 -1.944 -0.607 -1.4 0.9 -0.1 -0.12
C 0.999 -1.027 -0.886 -0.1 0.2 0.8 -0.20
C 1.432 -0.331 0.414 0.7 -0.3 -0.1 -0.25
C 1.853 1.939 -0.418 1.5 -1.1 0.8 -0.12
N 2.435 0.734 0.211 -0.6 -0.9 -0.6 -0.14
H -0.725 -2.213 -1.515 0.5 -0.4 -0.4 0.11
H 0.010 -2.842 -0.035 0.4 -0.2 0.0 0.10
H 0.716 -0.274 -1.618 -0.1 -0.1 -0.2 0.09
H 1.864 -1.588 -1.243 0.0 0.0 -0.3 0.10
H 1.927 -1.106 1.007 0.0 0.0 0.2 0.11
H 0.584 0.032 0.992 -0.3 0.0 -0.1 0.10
H 1.285 2.519 0.286 -0.5 0.6 0.3 0.06
H 2.723 2.481 -0.789 -0.4 0.5 -0.3 0.07
H 1.208 1.600 -1.216 -0.1 0.2 -0.3 0.06
H 2.870 0.864 1.113 0.0 0.7 -0.1 0.08
H -2.023 0.624 2.122 0.0 -0.1 0.0 0.00
H -2.274 -0.838 2.314 0.1 0.2 0.0 -0.01
O -2.179 -0.007 2.837 -0.1 0.1 0.1 -0.12
H -2.542 0.789 -1.147 0.1 0.2 -0.8 -0.01
H -2.454 2.230 -1.136 0.0 0.4 -0.3 0.01
O -2.707 1.552 -1.772 -0.2 -0.2 0.8 -0.13
```
Forces are in eV/Å.

DFT (ωB97M-V with the def2-TZVPD basis set) results for a molecular structure, C29H55FeN3O4PS3Si.

For the LUMO energy (alpha / beta), the calculation gives 4.45 / 4.45 eV. The relative energy (zero: lowest compared OMol25 entry of this formula, charge and spin) comes out at 67.9 kJ/mol. Its charge is -2. As for the expectation value of S²: 8.803. The multiplicity is 6. As for the frontier orbital gap (alpha / beta): 3.407 / 5.848 eV.

```
97
Properties=species:S:1:pos:R:3:forces:R:3:lowdin_charge:R:1
Fe -0.253 0.063 -0.129 -0.5 0.1 -0.3 0.32
N 0.703 -0.031 4.450 0.0 0.0 0.0 -0.01
C 0.664 0.263 3.055 0.0 0.0 -0.1 -0.81
S 1.766 -0.693 2.058 0.1 0.0 0.3 0.37
N -0.075 1.242 2.667 0.0 0.0 0.0 -0.03
N -0.162 1.520 1.348 0.0 0.1 0.1 -0.16
C -0.690 2.738 1.092 0.0 -0.1 0.0 -0.14
C -1.028 3.271 -0.174 0.0 0.0 0.0 -0.19
C -1.614 4.564 -0.222 0.0 0.0 0.0 -0.10
C -1.985 5.184 -1.401 0.0 0.0 0.0 -0.17
C -1.790 4.529 -2.615 0.0 0.0 0.0 -0.15
C -1.215 3.255 -2.610 0.0 0.0 0.0 -0.07
C -0.821 2.604 -1.440 0.0 0.0 0.0 -0.39
O -0.237 1.423 -1.526 0.0 0.0 0.1 -0.29
H 0.660 -1.032 4.593 0.0 0.0 0.0 0.04
H -0.094 0.413 4.893 0.0 0.0 0.0 0.05
H -0.904 3.354 1.963 0.0 0.0 0.0 0.09
H -1.776 5.076 0.723 0.0 0.0 0.0 0.09
H -2.434 6.172 -1.375 0.0 0.0 0.0 0.07
H -2.083 4.991 -3.551 0.0 0.0 0.0 0.07
H -1.058 2.719 -3.541 0.0 0.0 0.0 0.10
C -1.813 -3.946 -3.751 0.0 0.0 0.0 -0.04
C -0.939 -3.629 -2.539 0.0 -0.1 0.0 -0.65
C 0.480 -3.287 -2.981 0.0 0.0 0.0 -0.03
C -0.911 -4.820 -1.584 0.0 0.0 0.0 -0.03
O -1.408 -2.490 -1.842 0.1 0.1 0.1 -0.18
Si -2.913 -1.888 -1.522 0.0 0.0 0.1 -0.13
S -2.811 -0.323 -0.207 0.2 -0.1 0.0 0.40
O -3.868 -3.177 -1.036 0.0 0.0 0.0 -0.16
C -4.258 -3.619 0.259 0.0 0.0 0.0 -0.67
C -5.357 -2.705 0.799 0.0 0.0 0.0 -0.05
C -3.078 -3.662 1.228 0.0 0.0 0.0 -0.04
C -4.816 -5.026 0.056 0.0 0.0 0.0 -0.05
O -3.522 -1.578 -3.039 -0.1 0.1 0.0 -0.16
C -4.464 -0.600 -3.462 0.0 0.0 0.0 -0.67
C -4.917 -1.050 -4.850 0.0 0.0 0.0 -0.05
C -5.666 -0.554 -2.520 0.0 0.0 0.0 -0.05
C -3.784 0.763 -3.548 0.0 0.0 0.0 -0.04
H -1.402 -4.806 -4.287 0.0 0.0 0.0 0.08
H -1.854 -3.087 -4.422 0.0 0.0 0.0 0.08
H -2.834 -4.175 -3.439 0.0 0.0 0.0 0.08
H 0.947 -4.133 -3.494 0.0 0.0 0.0 0.08
H 1.074 -3.022 -2.104 0.0 0.0 0.0 0.06
H 0.458 -2.428 -3.656 0.0 0.0 0.0 0.08
H -0.455 -5.690 -2.066 0.0 0.0 0.0 0.08
H -1.928 -5.076 -1.281 0.0 0.0 0.0 0.06
H -0.333 -4.561 -0.695 0.0 0.0 0.0 0.07
H -4.965 -1.696 0.933 0.0 0.0 0.0 0.04
H -5.728 -3.076 1.759 0.0 0.0 0.0 0.08
H -6.187 -2.668 0.089 0.0 0.0 0.0 0.08
H -2.636 -2.672 1.343 0.0 0.0 0.0 0.04
H -2.304 -4.339 0.863 0.0 0.0 0.0 0.07
H -3.412 -4.013 2.209 0.0 0.0 0.0 0.08
H -5.646 -4.997 -0.653 0.0 0.0 0.0 0.08
H -5.171 -5.442 1.003 0.0 0.0 0.0 0.08
H -4.041 -5.683 -0.345 0.0 0.0 0.0 0.07
H -5.380 -2.038 -4.789 0.0 0.0 0.0 0.08
H -4.054 -1.114 -5.516 0.0 0.0 0.0 0.08
H -5.636 -0.343 -5.272 0.0 0.0 0.0 0.08
H -6.118 -1.546 -2.443 0.0 0.0 0.0 0.08
H -6.413 0.151 -2.896 0.0 0.0 0.0 0.08
H -5.352 -0.231 -1.526 0.0 0.0 0.0 0.05
H -2.921 0.700 -4.215 0.0 0.0 0.0 0.09
H -3.426 1.079 -2.568 0.0 0.0 0.0 0.05
H -4.475 1.517 -3.935 0.0 0.0 0.0 0.08
S 0.564 -1.912 0.854 0.0 -0.1 0.0 0.04
C 2.462 3.183 -1.872 0.0 0.0 0.0 -0.13
C 3.596 2.156 -1.941 0.0 0.0 0.0 -0.54
C 4.752 2.636 -1.064 0.0 0.0 0.0 -0.14
P 2.903 0.467 -1.503 0.1 -0.1 0.0 1.11
C 2.658 -0.240 -3.224 0.0 0.0 0.0 -0.55
C 1.560 0.507 -3.983 0.0 0.0 0.0 -0.13
C 3.897 -0.385 -4.107 0.0 0.0 0.0 -0.13
C 4.431 -0.484 -0.998 0.0 0.0 0.1 -0.57
C 4.840 -0.139 0.452 0.0 0.0 0.0 -0.16
C 4.160 -1.991 -1.090 0.0 0.0 0.0 -0.14
H 2.823 4.169 -2.186 0.0 0.0 0.0 0.07
H 2.080 3.266 -0.851 0.0 0.0 0.0 0.08
H 1.608 2.914 -2.488 0.0 0.0 0.0 0.04
H 3.964 2.107 -2.972 0.0 0.0 0.0 0.08
H 4.431 2.754 -0.027 0.0 0.0 0.0 0.07
H 5.085 3.618 -1.415 0.0 0.0 0.0 0.07
H 5.611 1.963 -1.081 0.0 0.0 0.0 0.06
H 2.274 -1.241 -3.011 0.0 0.0 0.0 0.06
H 1.912 1.493 -4.301 0.0 0.0 0.0 0.07
H 1.288 -0.050 -4.887 0.0 0.0 0.0 0.07
H 0.672 0.658 -3.368 0.0 0.0 0.0 0.05
H 4.317 0.590 -4.370 0.0 0.0 0.0 0.06
H 3.621 -0.878 -5.046 0.0 0.0 0.0 0.07
H 4.688 -0.975 -3.644 0.0 0.0 0.0 0.05
H 5.261 -0.232 -1.667 0.0 0.0 0.0 0.08
H 4.551 -0.944 1.128 0.0 0.0 0.0 0.04
H 4.352 0.757 0.833 0.0 0.0 0.0 0.04
H 5.922 0.002 0.534 0.0 0.0 0.0 0.07
H 3.275 -2.248 -0.501 0.0 0.0 0.0 0.04
H 5.014 -2.548 -0.691 0.0 0.0 0.0 0.07
H 3.989 -2.333 -2.112 0.0 0.0 0.0 0.05
```
Forces are in eV/Å.

DFT (ωB97M-V with the def2-TZVPD basis set) results for a molecular structure, C5H6N2O in a non-equilibrium geometry.

For the LUMO energy, the calculation gives -1.03 eV. The relative energy (zero: lowest compared OMol25 entry of this formula, charge and spin) comes out at 297.6 kJ/mol. As for the frontier orbital gap: 9.471 eV.

```
14
Properties=species:S:1:pos:R:3:forces:R:3:lowdin_charge:R:1
C -0.038 2.275 -0.239 -1.7 1.9 -2.2 -0.07
C -0.205 0.821 -0.191 -0.2 -0.6 0.7 -0.30
C -0.944 -1.136 -0.019 -1.0 -3.1 0.7 -0.45
C 0.939 -0.157 0.118 -1.3 3.9 -1.0 -0.42
C 2.196 0.554 0.247 4.0 0.6 1.8 -0.07
H 0.525 2.732 -1.158 -1.0 -1.2 1.5 0.12
H 0.458 2.650 0.638 0.1 0.1 0.5 0.07
H -1.116 2.649 -0.293 1.6 0.0 0.2 0.11
H 2.922 -0.261 -0.157 -0.3 2.0 0.9 0.09
H 2.395 0.671 1.644 -0.4 -0.1 -4.6 0.21
H 2.368 1.781 -0.395 -0.7 -4.5 2.3 0.18
N -1.330 0.217 -0.158 0.7 0.5 -0.6 0.20
N 0.528 -1.328 0.216 -1.0 -0.9 -0.1 0.20
O -1.705 -2.074 -0.023 1.1 1.4 -0.1 0.13
```
Forces are in eV/Å.